Entry 1:
74
Properties=species:S:1:pos:R:3:forces:R:3:lowdin_spin:R:1 method="wB97M-V/def2-TZVPD" total_charge=+1 s_squared=0.75 lumo_energy_ev="-4.31 / -4.49" orbital_gap_ev="5.1754 / 4.9931" e_above_lowest_kcal_mol=54.1 multiplicity=2
W 0.108103 0.732412 1.646069 0.319 0.938 0.768 -0.013
C 2.365827 1.443365 2.149630 0.021 -0.121 -0.093 0.001
C 1.753227 2.509060 1.465919 -0.001 -0.042 -0.023 0.005
C 1.429590 2.066335 0.156554 0.019 -0.164 -0.069 0.006
C 1.862381 0.722097 0.029308 0.030 -0.129 -0.034 0.002
C 2.443687 0.342504 1.254437 -0.056 0.113 -0.038 0.011
H 2.657080 1.433344 3.186898 0.000 0.033 0.001 0.000
H 1.496042 3.466130 1.886774 -0.001 0.004 -0.010 0.000
H 0.979396 2.654518 -0.625653 -0.010 0.025 0.029 0.000
H 1.706342 0.059519 -0.810354 -0.047 -0.052 0.007 0.000
H 2.822322 -0.639311 1.482987 0.016 -0.002 0.021 0.004
C -2.821647 -4.088505 -12.826426 -0.002 0.003 -0.010 0.000
O -1.502475 -4.030876 -12.307922 -0.002 -0.009 -0.019 0.000
C -1.347655 -3.723356 -11.002260 0.060 -0.003 -0.007 0.000
C -0.028986 -3.669906 -10.545758 -0.030 0.004 0.008 0.000
C 0.232279 -3.362017 -9.229052 -0.030 0.008 0.006 0.000
C -0.809306 -3.104058 -8.333876 -0.032 -0.028 -0.058 0.000
C -2.117980 -3.156384 -8.800887 0.065 0.005 0.030 0.000
C -2.394846 -3.462731 -10.123364 -0.026 0.004 0.004 0.000
C -0.566647 -2.775721 -6.930107 0.041 -0.006 0.048 0.000
N -1.456960 -2.281697 -6.101595 -0.074 0.030 0.027 0.000
C -0.797849 -2.128106 -4.910512 0.186 -0.051 -0.083 0.000
C 0.509599 -2.533333 -5.017978 -0.155 0.001 0.075 0.000
N 0.647822 -2.954554 -6.317850 -0.013 0.027 -0.072 0.000
C 1.413695 -2.527245 -3.918380 0.035 0.002 0.063 0.000
C 2.719663 -3.031199 -3.972484 0.023 0.008 0.062 0.000
C 3.493661 -3.019779 -2.839283 -0.030 -0.014 -0.117 0.000
C 2.940416 -2.490447 -1.672534 -0.013 0.039 0.064 0.000
N 1.719489 -1.998290 -1.592611 0.075 0.082 -0.003 0.000
C 0.941410 -2.006692 -2.688664 0.062 -0.043 -0.068 0.000
C -0.436807 -1.514378 -2.570839 -0.144 0.055 -0.047 0.000
N -0.853459 -0.999916 -1.390857 0.006 -0.093 -0.087 0.000
C -2.135164 -0.721317 -1.260634 0.004 -0.010 -0.005 0.000
C -3.081366 -0.855806 -2.282978 -0.026 0.005 0.001 0.000
C -2.657200 -1.283926 -3.511723 -0.002 0.015 0.007 0.000
C -1.311133 -1.632172 -3.670398 0.028 0.014 0.059 0.000
H -2.717588 -4.345427 -13.876036 -0.009 0.000 0.001 0.000
H -3.322901 -3.122010 -12.737401 0.000 -0.003 0.003 0.000
H -3.411579 -4.856649 -12.321421 0.002 0.000 0.002 0.000
H 0.769616 -3.864839 -11.248131 0.004 -0.001 0.000 0.000
H 1.266815 -3.302145 -8.911645 0.001 -0.002 0.002 0.000
H -2.924309 -2.952759 -8.109799 -0.008 -0.001 -0.002 0.000
H -3.421999 -3.496980 -10.455154 0.006 0.000 0.003 0.000
H 1.461318 -3.360931 -6.743244 0.003 -0.001 0.001 0.000
H 3.109067 -3.434663 -4.899034 0.010 -0.007 0.003 0.000
H 4.501987 -3.408863 -2.840586 0.002 -0.002 0.007 0.000
H 3.530258 -2.471735 -0.760835 -0.007 0.012 0.003 0.000
H -2.457036 -0.369003 -0.287393 0.011 -0.006 0.012 0.000
H -4.118522 -0.611950 -2.097130 0.008 0.013 0.015 0.000
H -3.326882 -1.380473 -4.356030 0.000 -0.007 0.002 0.000
C -5.718149 0.998263 3.430633 0.033 -0.005 -0.022 0.000
C -5.263499 0.783122 2.007121 -0.003 0.030 -0.009 0.000
O -3.831375 0.559576 1.946867 -0.005 -0.046 0.031 0.000
P -2.670170 1.629032 2.049881 -0.096 0.135 0.007 0.000
S -1.575040 2.320967 3.775864 0.001 -0.059 -0.144 0.000
S -1.379285 2.129048 0.445137 -0.068 -0.162 -0.134 0.000
O -3.697747 2.890602 1.933563 0.014 -0.162 -0.033 0.000
C -3.585176 4.253348 2.371285 0.073 0.033 0.018 0.000
C -2.611490 5.082098 1.564499 -0.015 0.005 0.024 0.000
H -6.806315 1.057659 3.460896 -0.003 0.002 0.004 0.000
H -5.316665 1.928334 3.833217 -0.007 0.003 0.011 0.000
H -5.401206 0.170115 4.063962 -0.007 0.000 0.004 0.000
H -5.527191 1.615868 1.361509 -0.012 -0.007 -0.003 0.000
H -5.678588 -0.135056 1.596337 0.005 -0.003 -0.003 0.000
H -3.326453 4.271160 3.432014 -0.008 0.013 -0.014 0.000
H -4.595360 4.648987 2.271477 -0.005 -0.016 -0.003 0.000
H -1.580860 4.774066 1.737333 0.001 -0.002 0.004 0.000
H -2.709965 6.126605 1.862991 0.010 -0.001 -0.010 0.000
H -2.827883 5.007960 0.498600 -0.007 0.001 -0.001 0.000
O 0.782320 -0.440222 3.658920 -0.112 -0.007 -0.157 0.283
Se 0.473815 -1.915396 2.955820 -0.064 -0.176 -0.062 0.546
O 0.236235 -1.269786 1.379461 -0.077 -0.092 -0.105 0.152
O -1.605305 0.248776 2.177093 0.085 -0.043 0.067 0.002
O -0.109242 1.981341 3.112561 -0.052 -0.081 0.044 0.002

Entry 2:
35
Properties=species:S:1:pos:R:3:forces:R:3:lowdin_charge:R:1 method="wB97M-V/def2-TZVPD" total_charge=+2 lumo_energy_ev=-6.11 orbital_gap_ev=9.6944 e_above_lowest_kcal_mol=0.0
C -2.190363 2.328287 -0.017776 0.367 -0.482 -1.106 -0.532
C -0.396512 -2.063595 -0.811595 0.697 0.434 1.389 0.004
C 0.078640 -1.433814 0.554548 0.461 0.647 -0.190 -0.167
C -1.376944 -1.253991 0.796876 0.277 0.273 1.331 -0.303
C -2.960518 3.351831 -0.793480 -2.674 -1.058 0.468 0.015
C 1.045157 -0.237057 0.420483 1.069 -2.144 1.846 -0.149
C 2.467185 -0.820083 0.199603 -0.672 1.698 -4.158 -0.180
C 3.495074 0.326686 0.299845 0.135 -1.372 1.935 -0.140
N -1.765990 -1.796403 -0.316484 -0.132 -1.046 -2.554 -0.083
N -3.007287 -1.959759 -0.992978 1.198 -1.378 2.894 0.154
N -1.482372 1.361501 -0.448865 0.127 -0.237 1.943 0.147
N -2.102100 -1.009837 1.847886 -0.642 -0.074 -0.518 0.281
N 4.830593 0.056150 -0.415358 -0.109 -0.199 0.097 0.172
O -2.301527 2.422585 1.280715 -0.015 0.894 1.919 0.096
H -0.036094 -1.363161 -1.542723 -0.340 -0.162 -1.097 0.117
H -0.133199 -3.109755 -0.969818 -0.231 0.164 -0.185 0.141
H 0.489074 -2.093254 1.292307 0.060 -0.772 0.291 0.153
H -3.555150 3.915647 -0.057110 0.022 -0.267 -0.291 0.095
H -2.396677 4.107319 -1.284827 0.819 0.138 -0.715 0.079
H -3.723966 2.821445 -1.486541 1.489 1.003 0.905 0.131
H 0.728968 0.318818 -0.421016 -0.060 1.245 -0.372 0.080
H 1.182099 0.283908 1.385274 -0.976 0.390 -0.532 0.135
H 2.782082 -1.600629 0.782396 0.301 -1.845 2.099 0.089
H 2.407275 -1.310366 -0.827007 0.529 0.802 0.730 0.144
H 3.083308 1.284610 0.044430 0.176 0.402 -0.797 0.127
H 3.713037 0.404923 1.403757 0.210 0.030 -1.129 0.155
H -3.035977 -1.250722 -1.676897 -0.404 0.269 -1.362 0.085
H -3.136210 -2.972366 -1.209031 0.020 1.544 -0.316 0.141
H -1.519773 1.340576 -1.407273 0.124 0.030 -3.007 0.030
H -3.033181 -1.296502 1.687955 -1.511 0.005 0.242 0.128
H -1.605687 1.879547 1.689105 -0.366 0.080 -0.207 0.111
H -1.946887 -0.485201 2.677877 0.753 0.219 0.342 0.140
H 5.224817 -0.893511 -0.204582 -0.550 0.860 0.195 0.183
H 5.545039 0.758219 -0.011082 -1.100 -1.064 -1.735 0.214
H 4.634063 -0.012048 -1.468598 0.946 0.974 1.644 0.206